[1]
# C4H9NO2S

C4H9NO2S in the gas phase at a distorted geometry (ωB97M-V with the def2-TZVPD basis set, OMol25).

Geometry as XYZ:
```
17
Properties=species:S:1:pos:R:3
C -0.77780 -0.55441 -0.36370
N 0.58390 -0.34761 -0.58982
H -1.37304 -0.29050 -1.22958
O 2.51092 -0.37275 -1.73701
C -0.23482 0.99997 1.51679
H -2.18883 0.17900 1.18718
H -1.63086 1.26886 -0.07760
H -0.45788 1.70231 2.20233
H -1.05363 -1.62259 -0.07991
H 0.78654 -0.28988 -3.68484
H 0.71438 1.47720 1.24210
S 0.10236 -0.52316 2.71031
H 1.52202 -0.30344 2.66583
H 1.03772 -0.69732 0.23456
C 1.29426 -0.46596 -1.77218
O 0.51666 -0.67745 -2.82232
C -1.35192 0.51773 0.59786
```

The relative energy (zero: lowest compared OMol25 entry of this formula, charge and spin) comes out at 1.531 eV. The spin multiplicity is 1. Its HOMO energy is -0.344 Ha. The value obtained for the energy is -20713.5018 eV. As for the orbital gap: 9.92 eV.

***

[2]
# C16H17Cl2F5IrN2O6STe

A molecular structure, C16H17Cl2F5IrN2O6STe at a distorted geometry (ωB97M-V with the def2-TZVPD basis set, OMol25).

Geometry as XYZ:
```
51
Properties=species:S:1:pos:R:3
H -0.25997 -3.31648 3.05299
H -2.33945 -4.50356 2.31483
H 2.71836 -0.58934 2.73396
N 0.98436 -4.19256 -0.66279
Cl 0.45269 -0.00245 2.51944
H -3.15732 -6.45998 0.48173
H -5.00201 0.21275 -0.82397
H -1.90172 -6.74292 -0.72655
O -1.93312 -2.20930 1.18817
H -3.51197 -6.21008 -1.22775
H 0.70265 -4.75558 2.66337
O -0.58190 -0.08375 -4.49685
O -0.09598 0.13053 -2.35588
H -0.48182 -4.80816 3.96954
O 0.24172 2.24468 0.36236
O 0.30687 -6.20696 0.07228
S -2.41129 0.28703 -0.24189
C -1.11886 -4.33454 0.56954
H 1.78938 -4.62845 -1.08745
C -2.44407 0.06106 -3.06600
C -4.51740 0.14461 -1.78991
F 0.22061 4.38595 1.97169
N -0.00615 -2.14088 0.00720
F -1.79378 4.08410 0.31105
F 1.88733 4.34573 -0.05779
H -1.38006 -5.94770 1.94686
F -0.08093 5.86059 -0.00248
H -2.70431 -0.07298 -5.15437
Ir -0.03740 0.07427 -0.25041
C -2.74180 -6.10226 -0.46171
C -0.28561 -4.40548 2.97467
H -3.15485 -4.04018 0.02058
Te 0.06327 3.99582 0.14731
C -2.32663 -4.63686 -0.36336
H -2.09266 -4.25130 -1.36093
H -6.34810 0.05685 -2.88692
C -0.92753 0.03262 -3.33339
C 0.10896 -5.00916 -0.00322
C -3.23133 -0.01495 -4.21274
C -3.10651 0.15026 -1.82266
O 1.97684 -2.22763 -1.11459
C -1.03306 -2.80114 0.61090
C 1.02462 -2.79057 -0.61715
C -4.61562 -0.01963 -4.16710
H -5.18469 -0.08220 -5.08654
F -0.14506 4.04695 -1.70004
H 2.46632 1.19463 2.76297
C -5.26641 0.05641 -2.94119
C -1.36126 -4.85900 1.98960
Cl 2.60066 0.32719 0.57860
C 2.19671 0.25371 2.30097
```

The charge is -1. The relative energy (zero: lowest compared OMol25 entry of this formula, charge and spin) comes out at 0.518 eV. As for the expectation value of S²: 6.027. The spin multiplicity is 5. Its HOMO energy (alpha / beta) is -0.185 / -0.234 Ha. The value obtained for the energy is -91735.9184 eV. As for the orbital gap (alpha / beta): 7.28 / 6.67 eV.

***

[3]
# C5H14

2 unconnected molecules or ions with the total composition C5H14 at a distorted geometry (ωB97M-V with the def2-TZVPD basis set, OMol25).

Geometry as XYZ:
```
19
Properties=species:S:1:pos:R:3
H -0.87129 2.42019 0.46966
C -1.47573 -1.37806 -1.18344
H 1.04615 -3.17731 -0.75223
H 1.95501 -1.73835 -1.21672
H -1.66771 -2.23866 -1.83906
H 0.66466 -2.41778 -2.25534
H -0.11991 3.81917 1.24268
H 0.16787 -0.33543 -0.37606
H -2.31088 -1.46376 -0.47798
H 0.25179 2.12002 2.93785
H -0.24121 -1.79065 0.49140
C -0.09857 -1.38483 -0.50358
H 0.72410 2.89820 -0.01307
C 0.06605 2.81394 0.85895
C 0.96469 -2.19942 -1.23726
H 1.67430 1.85001 2.01514
C 0.59063 1.87071 1.93657
H -1.65824 -0.50572 -1.80514
H 0.33830 0.83774 1.70763
```

The relative energy (zero: lowest compared OMol25 entry of this formula, charge and spin) comes out at 0.340 eV. The spin multiplicity is 1. Its HOMO energy is -0.417 Ha. The value obtained for the energy is -5411.7101 eV. As for the orbital gap: 12.43 eV.

***

[4]
# C6H14NS

2 unconnected molecules or ions with the total composition C6H14NS at a distorted geometry (ωB97M-V with the def2-TZVPD basis set, OMol25).

Geometry as XYZ:
```
22
Properties=species:S:1:pos:R:3
H 2.11549 0.63168 0.33076
H -3.64604 2.27037 1.43915
H 2.41513 1.19501 -2.60108
C 2.00079 -1.17272 -3.27251
H -1.33081 1.47708 2.36638
C 2.19193 1.19485 -0.58283
C 1.98666 -0.73659 -2.01630
H 1.62287 -2.14746 -3.50459
H 0.82631 -0.14467 1.73564
H 2.24146 2.28759 -0.51506
H -1.41705 1.39754 0.55243
H -3.81727 0.72664 2.33614
H -3.79477 0.77059 0.57299
H 0.21545 -0.37567 -0.00011
N 2.24505 0.63060 -1.76586
C 0.26915 -0.76094 1.01557
H 2.24078 -0.49032 -4.10896
H 1.78614 -1.42890 -1.19848
C -3.32879 1.20678 1.47066
H 0.50275 -1.81292 0.95307
C -1.77954 0.98630 1.50088
S -1.48231 -0.81730 1.58187
```

The charge is +2. The relative energy (zero: lowest compared OMol25 entry of this formula, charge and spin) comes out at 0.000 eV. As for the expectation value of S²: 0.753. The spin multiplicity is 2. Its HOMO energy (alpha / beta) is -0.667 / -0.667 Ha. The value obtained for the energy is -18754.0621 eV. As for the orbital gap (alpha / beta): 9.33 / 6.71 eV.

***

[5]
# CH3O3

2 unconnected molecules or ions with the total composition CH3O3 at a distorted geometry (ωB97M-V with the def2-TZVPD basis set, OMol25).

Geometry as XYZ:
```
7
Properties=species:S:1:pos:R:3
O 1.42252 -0.35448 0.08654
H 0.74959 1.09114 -0.71298
H 2.18469 0.20079 0.37412
C -1.45149 -0.39626 0.05189
H -0.94555 -1.36338 0.04574
O -2.44768 0.09497 0.04482
O 0.48792 0.72722 0.10986
```

The charge is +1. The relative energy (zero: lowest compared OMol25 entry of this formula, charge and spin) comes out at 0.478 eV. The spin multiplicity is 1. Its HOMO energy is -0.627 Ha. The value obtained for the energy is -7215.3692 eV. As for the orbital gap: 10.36 eV.

***

[6]
# C3H5N

C3H5N in the gas phase at a distorted geometry (ωB97M-V with the def2-TZVPD basis set, OMol25).

Geometry as XYZ:
```
9
Properties=species:S:1:pos:R:3
N -1.86484 0.02718 0.07342
C -0.64489 0.07980 -0.07392
H 1.04869 -1.20284 0.88162
H 0.78827 1.37610 -0.99369
C 0.53317 0.95208 0.03578
H 1.22670 -1.19247 -0.86556
C 0.64895 -0.64867 0.02956
H -2.14727 -0.88290 -0.08236
H 0.41124 1.49173 0.99516
```

The relative energy (zero: lowest compared OMol25 entry of this formula, charge and spin) comes out at 2.500 eV. The spin multiplicity is 1. Its HOMO energy is -0.344 Ha. The value obtained for the energy is -4679.3570 eV. As for the orbital gap: 10.44 eV.